19
Properties=species:S:1:pos:R:3:forces:R:3:mulliken_charge:R:1 method="wB97M-V/def2-TZVPD" lumo_ev=0.51 orbital_gap_ev=8.44
S -0.260 -1.189 1.902 0.80 1.14 -0.15 0.0205
C 1.221 -0.481 1.775 -0.11 0.29 -0.70 -0.4851
C 1.419 0.656 0.753 -2.23 -3.08 -1.42 -0.2006
H 0.298 2.288 -0.203 0.58 0.78 -0.33 0.4406
H -1.362 -0.543 -1.901 0.40 -0.66 -0.54 0.4200
H 1.785 -2.902 -0.694 1.12 -1.42 0.57 0.3995
C -0.419 -0.126 -1.539 -1.19 -2.14 2.63 -0.9341
H -0.132 1.751 1.405 -1.06 0.93 0.89 0.4376
C -1.503 -0.298 0.820 -0.07 -3.34 0.52 -1.0309
H -2.181 0.159 1.543 -0.15 0.14 -0.55 0.4727
C 1.273 -2.065 -0.979 -0.59 0.61 -0.96 0.1675
C -0.933 0.534 -0.228 1.95 2.04 0.06 0.2848
C 0.637 -1.136 -1.372 -1.44 0.06 -0.33 -0.6780
H -1.922 -1.164 0.279 -0.77 0.18 0.65 0.3883
H -0.201 0.647 -2.158 1.07 2.22 -2.03 0.4061
H -1.773 1.068 -0.647 -0.18 1.00 0.20 0.3725
H 2.195 1.261 1.001 2.36 1.67 0.93 0.4755
H 1.690 0.095 -0.196 0.37 0.74 1.43 0.1812
C 0.166 1.446 0.438 -0.87 -1.15 -0.88 -1.1381